No. 1
{"formula": "C27H23F5IrN4O3PSTe", "method": "ωB97M-V/def2-TZVPD", "species": ["Ir", "C", "C", "N", "N", "C", "N", "S", "C", "C", "C", "C", "C", "N", "H", "H", "H", "H", "H", "H", "H", "H", "H", "O", "C", "O", "C", "C", "C", "C", "C", "C", "P", "C", "C", "C", "C", "C", "C", "C", "C", "C", "C", "C", "C", "H", "H", "H", "H", "H", "H", "H", "H", "H", "H", "H", "H", "H", "H", "F", "Te", "F", "F", "F", "F", "O"], "xyz": [[0.8389, -0.5462, -1.6162], [5.1509, 0.7763, -1.9093], [3.6736, 0.5888, -1.9542], [3.0819, -0.5244, -1.7450], [3.7884, -1.6576, -1.5048], [3.0557, -2.7279, -1.5975], [3.6407, -3.9182, -1.3315], [1.3623, -2.7943, -2.0752], [2.7777, 1.7221, -2.2640], [3.2492, 3.0049, -2.4598], [2.3469, 4.0143, -2.7655], [1.0054, 3.7107, -2.8841], [0.5985, 2.3999, -2.6874], [1.4674, 1.4379, -2.3808], [5.6452, -0.1791, -1.7722], [5.4012, 1.4291, -1.0695], [5.5073, 1.2478, -2.8261], [4.6402, -3.9323, -1.2161], [3.1689, -4.7656, -1.5881], [4.3026, 3.2187, -2.3584], [2.6967, 5.0280, -2.9104], [0.2680, 4.4598, -3.1330], [-0.4358, 2.1035, -2.7788], [2.3615, 1.9726, 0.5803], [1.3850, 1.2580, 0.7481], [1.3112, -0.0048, 0.4913], [0.0979, 1.8508, 1.2970], [0.1304, 3.1721, 1.7147], [-0.9982, 3.7853, 2.2379], [-2.1804, 3.0708, 2.3408], [-2.2311, 1.7501, 1.9150], [-1.1042, 1.1211, 1.3887], [-1.2480, -0.6381, 0.9452], [-3.0008, -1.0515, 1.0861], [-3.4668, -1.9648, 2.0256], [-4.8086, -2.3256, 2.0369], [-5.6816, -1.7790, 1.1108], [-5.2163, -0.8722, 0.1655], [-3.8811, -0.5114, 0.1458], [-0.4054, -1.5685, 2.2323], [-0.4969, -1.1796, 3.5656], [0.1455, -1.9184, 4.5467], [0.8808, -3.0436, 4.1960], [0.9747, -3.4285, 2.8662], [0.3329, -2.6922, 1.8815], [1.0695, 3.7004, 1.6181], [-0.9539, 4.8163, 2.5645], [-3.0696, 3.5345, 2.7472], [-3.1647, 1.2111, 1.9961], [-2.7904, -2.4022, 2.7477], [-5.1648, -3.0391, 2.7684], [-6.7257, -2.0646, 1.1173], [-5.8948, -0.4531, -0.5662], [-3.5093, 0.1760, -0.6047], [-1.0606, -0.2951, 3.8404], [0.0774, -1.6130, 5.5826], [1.3862, -3.6168, 4.9625], [1.5553, -4.2993, 2.5906], [0.4123, -2.9789, 0.8398], [-2.4774, -1.6982, -2.7881], [-2.4630, -0.0709, -3.8267], [-2.1222, 0.9269, -2.1257], [-2.0957, -1.0641, -5.4244], [-1.7644, 1.5321, -4.6938], [-0.5389, -0.3208, -3.5827], [-0.8377, -1.0802, -0.4530]], "forces_ev_per_angstrom": [[-0.10, 0.07, 0.12], [0.00, 0.03, 0.01], [0.04, -0.01, 0.04], [-0.02, -0.01, -0.01], [0.08, -0.02, 0.02], [-0.06, -0.09, -0.06], [0.01, 0.03, 0.02], [0.13, 0.03, -0.06], [-0.03, -0.02, -0.02], [-0.01, 0.07, -0.02], [0.02, 0.00, 0.00], [-0.02, -0.02, -0.01], [0.02, -0.03, 0.00], [-0.01, -0.04, 0.01], [-0.01, -0.01, -0.01], [-0.01, 0.01, -0.01], [0.01, -0.01, 0.00], [0.00, -0.01, 0.00], [-0.01, 0.00, 0.00], [0.00, -0.02, 0.00], [0.00, -0.01, 0.00], [0.01, 0.01, 0.00], [-0.03, 0.01, 0.00], [-0.02, -0.03, 0.01], [-0.02, 0.22, 0.09], [-0.12, -0.15, -0.04], [-0.08, -0.09, 0.01], [-0.01, 0.02, -0.01], [-0.04, -0.04, 0.00], [0.06, 0.02, -0.02], [-0.04, 0.03, -0.01], [0.20, 0.00, -0.11], [0.13, -0.01, 0.24], [0.09, -0.07, -0.08], [-0.03, 0.03, 0.03], [0.02, 0.01, 0.02], [0.00, 0.01, -0.01], [-0.02, 0.00, 0.00], [0.03, 0.00, -0.03], [0.03, 0.05, -0.01], [0.02, 0.03, 0.01], [0.01, -0.04, -0.01], [-0.01, 0.03, 0.02], [-0.01, 0.00, -0.02], [-0.02, -0.04, -0.02], [-0.01, 0.01, 0.01], [0.00, 0.00, 0.00], [0.00, 0.00, 0.00], [0.02, 0.01, 0.01], [0.01, -0.01, -0.01], [0.00, 0.00, -0.01], [0.00, 0.00, 0.00], [0.00, -0.01, 0.00], [0.01, -0.02, 0.02], [0.00, 0.00, -0.01], [0.00, 0.00, 0.00], [0.00, 0.00, 0.00], [0.00, 0.00, 0.01], [0.00, 0.01, -0.01], [0.08, -0.07, -0.05], [0.00, 0.26, 0.07], [0.00, 0.00, -0.04], [0.10, -0.04, 0.05], [0.03, -0.03, -0.01], [-0.19, -0.13, -0.03], [-0.22, 0.06, -0.10]], "e_tot_ev": -84320.850, "de_lowest_kcal_mol": 3.6, "s2": 6.012, "multiplicity": 5, "e_homo_ev": [-7.74, -8.77], "lumo_energy_ev": [-0.4, -2.0]}

No. 2
{"formula": "C27H23FN4O3SW", "method": "ωB97M-V/def2-TZVPD", "species": ["W", "C", "C", "C", "C", "C", "C", "C", "F", "C", "C", "C", "O", "C", "C", "N", "C", "C", "O", "O", "H", "H", "H", "H", "H", "H", "H", "H", "H", "H", "H", "S", "C", "N", "C", "C", "C", "N", "H", "H", "H", "H", "H", "H", "H", "H", "N", "C", "C", "C", "C", "C", "C", "C", "C", "C", "H", "H", "H", "H"], "xyz": [[-0.0354, 0.0867, -0.0002], [0.0200, -7.4196, 0.2577], [-1.3520, -6.8519, 0.6019], [-2.4255, -7.5094, -0.2616], [-3.7990, -6.9680, 0.1038], [-3.7955, -5.4829, -0.0591], [-4.9559, -4.8047, -0.3748], [-4.9575, -3.4228, -0.5540], [-6.0953, -2.8077, -0.8526], [-3.7971, -2.6964, -0.4362], [-2.6118, -3.3563, -0.0947], [-1.4155, -2.5764, 0.0896], [-1.4309, -1.2959, -0.0582], [-0.2554, -3.2872, 0.4962], [-0.3163, -4.6651, 0.6471], [-1.4022, -5.3870, 0.4266], [-2.5913, -4.7645, 0.0884], [1.0167, -2.6042, 0.8340], [1.9385, -3.1358, 1.4077], [1.0268, -1.3233, 0.4822], [-0.0532, -8.5025, 0.2314], [0.7788, -7.1728, 0.9937], [0.3448, -7.0835, -0.7241], [-1.5765, -7.0542, 1.6581], [-2.3924, -8.5863, -0.1040], [-2.2211, -7.3152, -1.3169], [-4.0493, -7.2257, 1.1376], [-4.5655, -7.4117, -0.5297], [-5.8820, -5.3433, -0.4851], [-3.7995, -1.6297, -0.5938], [0.5898, -5.1637, 0.9600], [1.7981, 1.7004, 0.2224], [2.6122, 0.6975, 1.4228], [3.6219, -0.0531, 1.0479], [4.2806, -0.9740, 1.9604], [4.2458, -0.3763, 3.3618], [2.8108, -0.0338, 3.7464], [2.1705, 0.7233, 2.6732], [3.9215, -0.0180, 0.0816], [5.3059, -1.1186, 1.6249], [3.7650, -1.9420, 1.9269], [4.8522, 0.5306, 3.3823], [4.6618, -1.0831, 4.0782], [2.7952, 0.5668, 4.6563], [2.2316, -0.9441, 3.9288], [1.5168, 1.4566, 2.9305], [-6.0962, 6.7848, -4.3179], [-5.4021, 6.0182, -3.8296], [-4.5418, 5.0700, -3.2271], [-3.2632, 5.4633, -2.8164], [-2.4286, 4.5457, -2.2216], [-2.8567, 3.2202, -2.0284], [-4.1406, 2.8358, -2.4559], [-4.9781, 3.7528, -3.0480], [-2.0145, 2.2939, -1.4008], [-1.2688, 1.5080, -0.8061], [-2.9423, 6.4837, -2.9631], [-1.4420, 4.8378, -1.9003], [-4.4678, 1.8187, -2.3136], [-5.9681, 3.4652, -3.3705]], "forces_ev_per_angstrom": [[-1.66, 3.18, -1.05], [-0.08, 0.11, 0.14], [0.06, -1.17, 0.03], [-0.18, 0.16, 0.24], [0.11, -0.22, -0.05], [-0.16, 0.10, -0.07], [0.28, 0.01, 0.11], [0.55, 0.23, 0.03], [0.09, -0.09, 0.01], [-0.55, -0.05, -0.06], [0.33, 0.35, -0.06], [0.67, -2.40, 0.61], [0.16, 1.36, -0.21], [-0.79, 0.80, -0.27], [0.05, 0.01, -0.05], [0.39, 0.60, 0.11], [-0.46, 0.73, -0.16], [0.37, -1.79, 0.70], [-0.69, 0.48, -0.54], [1.26, -0.98, 0.39], [-0.02, -0.08, 0.03], [0.11, -0.01, 0.05], [0.05, 0.04, -0.13], [-0.01, 0.09, -0.15], [0.10, 0.03, 0.00], [0.08, -0.05, -0.04], [0.02, -0.03, -0.02], [-0.04, 0.03, 0.01], [-0.17, -0.13, -0.04], [-0.01, 0.08, 0.03], [-0.11, -0.13, -0.03], [-0.85, -0.63, -0.02], [0.15, 0.28, 0.03], [-0.14, 0.12, -0.11], [0.30, -0.40, 0.50], [-0.10, 0.04, -0.12], [0.31, -0.39, 0.37], [0.18, 0.26, -0.18], [-0.21, 0.05, 0.12], [-0.03, 0.06, -0.03], [0.12, 0.24, -0.01], [0.05, -0.02, 0.05], [-0.03, 0.04, -0.02], [-0.08, 0.00, -0.10], [0.03, 0.09, -0.01], [0.04, -0.28, -0.29], [-0.36, 0.40, -0.25], [-0.15, 0.15, -0.11], [0.55, -0.57, 0.38], [-0.20, -0.08, -0.05], [0.06, -0.21, 0.08], [-0.45, 0.42, -0.34], [0.19, -0.04, 0.10], [0.08, 0.18, -0.01], [0.38, -0.30, 0.38], [0.37, -0.65, 0.05], [0.00, 0.03, -0.02], [0.11, 0.04, 0.05], [-0.03, -0.12, 0.03], [-0.02, 0.01, -0.02]], "e_tot_ev": -55838.231, "de_lowest_kcal_mol": 12.1, "multiplicity": 1, "charge": 2, "e_homo_ev": [-13.74, -13.79], "lumo_energy_ev": [-7.6, -7.6]}

No. 3
{"formula": "C27H23FN5O6ReS", "method": "ωB97M-V/def2-TZVPD", "species": ["Re", "O", "C", "C", "C", "C", "C", "C", "C", "N", "C", "C", "N", "C", "C", "C", "C", "C", "C", "C", "O", "H", "H", "H", "H", "H", "H", "H", "H", "H", "H", "H", "H", "H", "H", "F", "C", "C", "N", "C", "C", "O", "O", "C", "O", "N", "C", "O", "H", "H", "H", "H", "S", "C", "N", "C", "C", "C", "C", "H", "H", "H", "H", "H"], "xyz": [[0.8910, 0.7834, 0.5929], [2.7151, -0.1200, 0.8447], [2.8105, -1.2144, 1.5962], [3.6429, -2.2627, 1.1984], [3.7049, -3.4218, 1.9384], [2.9904, -3.5675, 3.1400], [2.2531, -2.5160, 3.6013], [2.1420, -1.3364, 2.8372], [1.5430, -0.1733, 3.3630], [1.1861, 0.8475, 2.6427], [0.9134, 2.1519, 3.2716], [1.4455, 3.1734, 2.2914], [0.8190, 2.8097, 1.0032], [0.1945, 3.7459, 0.3470], [-0.7117, 3.5732, -0.7264], [-1.3172, 4.7054, -1.3056], [-2.2925, 4.5606, -2.2526], [-2.6844, 3.2702, -2.6414], [-2.0977, 2.1483, -2.0947], [-1.0964, 2.2939, -1.1452], [-0.5122, 1.1875, -0.6575], [4.2057, -2.1594, 0.2769], [4.3168, -4.2416, 1.5814], [3.0360, -4.4960, 3.6951], [1.7313, -2.5818, 4.5513], [1.4748, -0.0822, 4.4458], [1.3989, 2.2348, 4.2392], [-0.1621, 2.2827, 3.3962], [2.5281, 3.0878, 2.2043], [1.1880, 4.1842, 2.5923], [0.3107, 4.7648, 0.7083], [-0.9858, 5.6937, -1.0019], [-2.7640, 5.4310, -2.6883], [-3.4563, 3.1498, -3.3922], [-2.3685, 1.1441, -2.4007], [4.1632, 2.2233, -1.7697], [3.1017, 1.6242, -2.3053], [2.8989, 0.3152, -2.1315], [1.7948, -0.3372, -2.6284], [1.5069, -1.7212, -2.2629], [0.7697, -2.0291, -0.9362], [0.4719, -3.1828, -0.7856], [0.5615, -1.0894, -0.0175], [0.9043, 0.3181, -3.4809], [-0.0545, -0.2206, -3.9831], [1.2168, 1.6493, -3.7111], [2.1872, 2.4367, -3.0919], [2.2163, 3.6394, -3.2134], [3.5985, -0.2737, -1.5644], [2.4366, -2.2817, -2.1999], [0.8920, -2.1466, -3.0416], [0.5781, 2.1309, -4.3268], [-2.5395, -1.1867, 0.6309], [-3.6895, -2.4052, 0.5253], [-4.7919, -2.3992, 1.3381], [-5.8114, -3.3000, 1.2764], [-5.7726, -4.3093, 0.3779], [-4.6380, -4.4056, -0.4640], [-3.6265, -3.4943, -0.3883], [-4.8296, -1.6456, 2.0038], [-6.6277, -3.1552, 1.9711], [-6.5850, -5.0190, 0.3160], [-4.5775, -5.2199, -1.1777], [-2.7475, -3.5656, -1.0116]], "forces_ev_per_angstrom": [[0.82, -2.26, -0.50], [-0.45, 0.60, 0.03], [-0.02, 0.05, -0.09], [0.13, -0.07, -0.25], [-0.04, -0.01, 0.05], [0.13, -0.16, -0.10], [-0.09, 0.14, 0.13], [-0.01, -0.09, -0.22], [0.04, 0.23, 0.11], [-0.49, 0.14, 0.09], [-0.10, -0.08, -0.05], [0.04, -0.11, -0.09], [0.10, 0.47, 0.06], [0.07, -0.01, 0.25], [0.13, -0.03, -0.11], [0.13, 0.16, 0.09], [-0.16, -0.07, -0.12], [0.01, 0.10, 0.00], [-0.08, -0.29, -0.23], [0.25, -0.25, 0.00], [0.04, 0.36, 0.08], [-0.05, -0.02, 0.08], [-0.02, 0.04, 0.02], [0.04, 0.08, -0.04], [0.03, 0.03, -0.09], [-0.09, 0.07, 0.00], [0.08, -0.09, 0.10], [-0.06, -0.02, 0.02], [0.06, -0.01, -0.02], [-0.06, 0.13, -0.05], [0.06, 0.02, 0.05], [-0.07, -0.08, 0.04], [0.03, -0.05, -0.03], [0.03, 0.00, 0.05], [-0.03, 0.08, 0.03], [0.13, 0.13, 0.04], [0.01, -0.06, 0.09], [-0.12, -0.06, 0.11], [-0.29, -0.03, -0.04], [-0.09, 0.46, 0.36], [0.13, 0.07, 0.10], [-0.13, 0.17, 0.25], [0.12, 0.47, -0.31], [0.03, -0.17, 0.03], [0.12, 0.12, 0.15], [-0.07, -0.06, 0.12], [-0.24, 0.21, -0.03], [0.05, -0.19, -0.02], [0.04, -0.10, 0.13], [0.10, 0.00, -0.10], [-0.07, -0.12, -0.18], [-0.08, 0.06, -0.01], [-0.21, -0.03, 0.05], [0.06, 0.20, 0.13], [-0.01, -0.24, -0.22], [0.02, 0.11, 0.09], [-0.03, -0.12, -0.09], [0.07, 0.00, -0.05], [-0.11, -0.14, -0.03], [-0.02, 0.16, 0.09], [0.08, 0.05, -0.01], [0.05, 0.04, 0.03], [0.03, 0.06, 0.05], [-0.01, 0.03, -0.01]], "e_tot_ev": -63785.942, "s2": 3.774, "multiplicity": 4, "charge": 1, "e_homo_ev": [-9.71, -9.71], "lumo_energy_ev": [-3.7, -4.5]}

No. 4
{"formula": "C27H23N5O3V", "method": "ωB97M-V/def2-TZVPD", "species": ["V", "C", "C", "C", "C", "C", "N", "C", "C", "C", "C", "C", "C", "C", "N", "C", "C", "C", "N", "C", "C", "N", "C", "C", "C", "N", "H", "H", "H", "H", "H", "H", "H", "H", "H", "H", "H", "H", "H", "H", "H", "H", "H", "H", "O", "C", "C", "C", "C", "C", "C", "C", "O", "O", "H", "H", "H", "H", "H"], "xyz": [[-1.7841, -0.4930, 0.6065], [2.9264, -4.7869, 1.5457], [2.1281, -3.6223, 1.0238], [2.5570, -2.3085, 1.1877], [1.8073, -1.2388, 0.7293], [0.6102, -1.4436, 0.0537], [-0.2228, -0.3654, -0.3839], [0.2628, 0.6655, -1.2119], [1.5516, 0.6245, -1.7445], [2.0541, 1.6375, -2.5349], [1.2743, 2.7451, -2.8563], [1.7959, 3.8716, -3.7122], [-0.0279, 2.7585, -2.3917], [-0.5445, 1.7468, -1.5922], [-1.9444, 1.8257, -1.2481], [-2.7940, 2.8318, -1.5221], [-4.0701, 2.4326, -1.2032], [-3.9221, 1.1348, -0.7316], [-2.6359, 0.7714, -0.7573], [0.1661, -2.7631, -0.0806], [0.9064, -3.8286, 0.3994], [-1.1138, -3.0275, -0.6705], [-1.4870, -4.0360, -1.4705], [-2.8517, -3.9584, -1.6413], [-3.2428, -2.8529, -0.8927], [-2.1882, -2.2907, -0.3018], [3.8616, -4.4559, 1.9925], [3.1612, -5.4864, 0.7420], [2.3621, -5.3329, 2.3027], [3.4883, -2.1134, 1.7051], [2.1452, -0.2228, 0.8912], [2.1680, -0.2340, -1.5237], [3.0653, 1.5602, -2.9147], [2.8273, 3.6904, -4.0086], [1.7593, 4.8210, -3.1765], [1.1984, 3.9802, -4.6186], [-0.6605, 3.5815, -2.6975], [-2.4646, 3.7732, -1.9220], [-4.9761, 3.0040, -1.3026], [-4.6772, 0.4594, -0.3617], [0.5007, -4.8299, 0.3058], [-0.7619, -4.7279, -1.8660], [-3.4767, -4.6069, -2.2294], [-4.2318, -2.4441, -0.7626], [-1.5943, 1.7052, 1.4487], [-0.3522, 1.8587, 2.0805], [0.4588, 2.8999, 1.6836], [1.6989, 3.0425, 2.2913], [2.0967, 2.1576, 3.2873], [1.2665, 1.1122, 3.6588], [0.0302, 0.9422, 3.0440], [-0.7592, -0.3069, 3.3509], [-0.4904, -0.9393, 4.3286], [-1.6608, -0.6957, 2.4278], [-2.2692, 1.6564, 2.1386], [0.1128, 3.5893, 0.9248], [2.3494, 3.8544, 1.9940], [3.0570, 2.2808, 3.7702], [1.5560, 0.3968, 4.4165]], "forces_ev_per_angstrom": [[-0.04, 0.72, -0.04], [-0.06, 0.04, -0.05], [0.07, -0.07, 0.05], [0.04, 0.10, 0.02], [0.13, -0.03, 0.08], [-0.32, 0.41, -0.29], [0.73, 0.03, -0.27], [-0.24, -0.52, 0.33], [0.13, 0.02, 0.01], [-0.04, 0.04, 0.00], [0.16, 0.01, -0.06], [-0.06, -0.11, 0.06], [-0.10, 0.13, -0.05], [-0.31, 0.00, 0.07], [0.12, -0.20, -0.25], [0.04, 0.20, -0.01], [-0.13, -0.04, 0.04], [0.07, 0.09, -0.04], [-0.40, 0.03, -0.23], [-0.20, 0.01, -0.16], [-0.06, -0.11, -0.01], [0.16, 0.11, 0.23], [0.11, -0.08, -0.05], [-0.10, -0.03, -0.03], [-0.01, 0.04, -0.02], [-0.01, -0.29, -0.04], [-0.01, 0.01, 0.00], [0.01, 0.01, 0.02], [0.01, 0.01, 0.00], [-0.01, -0.02, 0.00], [0.01, 0.01, 0.01], [0.05, 0.02, -0.02], [-0.01, 0.01, 0.00], [0.00, 0.01, 0.00], [0.01, 0.00, 0.00], [0.01, 0.01, 0.00], [0.02, -0.04, 0.02], [0.04, -0.06, -0.01], [0.03, -0.01, 0.00], [0.03, -0.05, 0.02], [0.04, 0.01, 0.03], [0.00, 0.03, 0.02], [0.03, 0.01, 0.01], [0.03, 0.04, 0.02], [0.04, 0.04, -0.01], [-0.06, -0.06, -0.03], [0.05, 0.09, 0.02], [-0.01, -0.03, 0.01], [0.00, 0.00, 0.00], [0.01, 0.03, 0.04], [-0.02, -0.19, -0.22], [0.45, 0.14, -0.22], [-0.40, -0.40, 0.18], [0.00, -0.19, 0.82], [-0.04, 0.08, 0.03], [0.01, -0.01, 0.00], [-0.01, 0.00, 0.01], [-0.02, 0.00, -0.01], [0.03, 0.01, 0.00]], "e_tot_ev": -67649.501, "s2": 2.014, "multiplicity": 3, "charge": 1, "e_homo_ev": [-10.42, -10.72], "lumo_energy_ev": [-3.1, -2.7]}

What is the multiplicity in the second record? 1

What is the formula in the third record? C27H23FN5O6ReS